# C28H43Br4ErN3O2

C28H43Br4ErN3O2 as an isolated structure (the ωB97M-V functional and the def2-TZVPD basis, the Open Molecules 2025 dataset).

XYZ file:
```
81
C28H43Br4ErN3O2, DFT the ωB97M-V functional and the def2-TZVPD basis
Er 0.00 0.00 0.00
C 0.95 -1.65 -2.56
C -0.05 -2.47 -2.00
C 0.51 -3.05 -0.82
C 1.81 -2.52 -0.69
C 2.08 -1.65 -1.75
C 3.31 -0.76 -1.92
C 3.94 -1.03 -3.30
C 4.35 -1.05 -0.82
C 2.88 0.71 -1.82
C -0.01 -4.08 0.20
C -1.31 -3.60 0.86
C -0.21 -5.45 -0.48
C 1.02 -4.30 1.33
C -1.49 -2.39 -2.53
C -1.49 -1.86 -3.99
C -2.20 -3.75 -2.56
C -2.28 -1.38 -1.67
H 0.87 -1.11 -3.50
H 2.49 -2.71 0.12
H 4.29 -2.06 -3.37
H 4.80 -0.38 -3.46
H 3.23 -0.85 -4.10
H 4.69 -2.09 -0.86
H 3.94 -0.86 0.17
H 5.23 -0.41 -0.95
H 2.19 0.98 -2.62
H 3.74 1.37 -1.89
H 2.38 0.90 -0.87
H -2.15 -3.57 0.18
H -1.18 -2.60 1.28
H -1.59 -4.27 1.68
H -0.89 -5.40 -1.33
H -0.62 -6.18 0.22
H 0.74 -5.84 -0.86
H 1.20 -3.38 1.88
H 1.98 -4.65 0.93
H 0.67 -5.05 2.04
H -0.87 -2.49 -4.63
H -1.11 -0.84 -4.04
H -2.49 -1.85 -4.41
H -1.60 -4.48 -3.09
H -3.16 -3.68 -3.07
H -2.41 -4.13 -1.57
H -1.81 -0.40 -1.71
H -2.31 -1.68 -0.63
H -3.30 -1.28 -2.02
Br -2.78 -2.27 6.15
C -2.54 -1.46 4.41
C -3.61 -0.81 3.79
Br -5.33 -0.72 4.66
C -3.42 -0.22 2.52
Br -4.93 0.68 1.67
C -2.17 -0.25 1.82
O -2.03 0.30 0.66
C -1.05 -0.93 2.47
O 0.11 -1.00 1.91
C -1.29 -1.51 3.76
Br 0.19 -2.42 4.65
C 2.19 1.87 3.90
N 1.88 2.17 2.50
C 0.45 2.31 2.25
C 2.63 1.53 1.53
N 2.05 0.78 0.65
N 3.98 1.75 1.57
C 4.94 0.85 0.95
C 4.51 3.07 1.89
H 1.81 0.88 4.17
H 1.71 2.61 4.56
H 3.26 1.90 4.11
H 0.00 3.01 2.97
H -0.07 1.35 2.35
H 0.26 2.72 1.25
H 2.75 0.43 -0.01
H 4.65 -0.20 1.11
H 5.94 0.98 1.39
H 5.00 1.04 -0.12
H 3.73 3.84 1.94
H 5.23 3.40 1.13
H 5.03 3.05 2.85
H -0.21 1.91 -0.61
```

Calculated values
- total charge = -1
- HOMO-LUMO gap (spin up / spin down) (eV) = 6.61 / 6.62
- 2S+1 = 4
- molecular weight (g/mol) = 940.5
- max |F| (hartree/bohr) = 0.082
- ⟨S²⟩ = 3.75